[1]
ORCA calculation (ωB97M-V/def2-TZVPD) on a structure of composition C23H43N3O5PtS2Si.

The geometry in ORCA input format:
```
! RIJCOSX wB97M-V def2-TZVPD def2/J DEFGRID3
* xyz 0 3
Pt 1.92 0.67 -0.80
S 3.43 -0.13 -2.66
S 0.76 -1.44 -0.04
Si -0.36 -0.24 1.24
O 3.38 0.56 0.82
O -0.03 -0.37 2.83
O -1.98 -0.48 1.12
O 0.03 1.32 0.80
O 3.37 2.54 -0.16
N 1.50 -1.45 -4.01
N 2.52 -2.56 -2.24
N 0.53 1.32 -2.25
C 4.80 2.26 1.74
C -0.34 -2.75 3.20
C 0.04 2.05 -2.98
C 3.80 1.77 0.73
C -2.86 -0.74 0.01
C 0.11 4.39 -3.78
C -0.21 2.58 1.46
C -1.76 -1.04 4.36
C 0.76 2.74 2.63
C -0.55 3.02 -3.90
C 0.71 -2.51 -4.15
C 1.71 -3.62 -2.32
C -0.31 -2.43 -5.24
C 0.78 -3.63 -3.32
C 0.68 -1.22 4.90
C -4.24 -0.30 0.47
C -2.84 -2.23 -0.30
C 2.41 -1.45 -3.03
C 1.88 -4.69 -1.28
C 0.05 3.65 0.41
C -0.37 -1.35 3.81
C -1.65 2.64 1.94
C -2.43 0.07 -1.21
H 1.60 -4.27 -0.31
H -2.50 -1.08 3.56
H -0.44 2.62 -4.91
H -0.56 -3.50 3.96
H 0.48 -1.93 5.71
H -1.04 -1.66 -4.98
H -1.84 3.61 2.41
H -1.08 -2.83 2.40
H -4.52 -0.85 1.37
H 0.54 2.03 3.42
H 3.13 -2.45 -1.43
H 1.78 2.57 2.29
H 1.18 4.33 -3.98
H -3.15 -2.79 0.59
H -1.62 3.08 -3.69
H 0.68 3.76 3.03
H 4.37 3.09 2.30
H 0.65 -2.95 2.78
H 0.67 -0.21 5.31
H -2.34 2.52 1.10
H 0.16 -2.12 -6.17
H 0.11 -4.47 -3.44
H 2.92 -5.02 -1.23
H -4.98 -0.49 -0.31
H -1.77 -0.04 4.79
H -0.03 4.80 -2.78
H -0.34 5.08 -4.50
H -1.86 1.85 2.67
H -4.24 0.77 0.71
H -0.84 -3.37 -5.38
H -2.03 -1.76 5.14
H -2.36 1.13 -0.96
H 5.68 2.64 1.21
H -1.45 -0.26 -1.57
H 5.09 1.46 2.42
H 1.24 -5.54 -1.50
H -0.70 3.58 -0.39
H 0.00 4.64 0.86
H 1.67 -1.42 4.49
H -1.84 -2.54 -0.59
H -3.54 -2.46 -1.11
H -3.17 -0.05 -2.01
H 1.05 3.52 -0.03
*
```

Calculated values
ΔE to the lowest compared entry with this formula, charge and spin   0.678 eV
⟨S²⟩   2.012
Orbital gap (spin up / spin down)   6.65 / 7.22 eV
Highest occupied orbital energy (spin up / spin down)   -6.714 / -7.545 eV
LUMO level (spin up / spin down)   -0.06 / -0.33 eV

[2]
ORCA calculation (ωB97M-V/def2-TZVPD) on an isolated molecule of C4H9NO in a non-equilibrium geometry.

The geometry in ORCA input format:
```
! RIJCOSX wB97M-V def2-TZVPD def2/J DEFGRID3
* xyz 0 1
O 2.14 -0.71 -0.97
N 0.12 0.25 -0.45
C 0.86 -0.94 -0.41
C -0.17 1.01 0.97
C 0.08 -1.96 -1.25
C -0.93 2.24 0.99
H 1.06 -1.35 0.60
H -0.16 -1.51 -2.22
H 2.02 -0.14 -1.74
H -0.24 3.09 0.97
H -0.85 -2.22 -0.76
H 0.21 0.49 1.83
H -1.58 2.33 0.12
H -1.51 2.31 1.91
H 0.68 -2.86 -1.41
*
```

Calculated values
ΔE to the lowest compared entry with this formula, charge and spin   3.812 eV
Structure (SMILES)   C/C=N/[C@@H](C)O
Orbital gap (spin up / spin down)   9.13 / 9.33 eV
Highest occupied orbital energy (spin up / spin down)   -9.149 / -9.311 eV
LUMO level (spin up / spin down)   -0.02 / 0.02 eV

[3]
ORCA calculation (ωB97M-V/def2-TZVPD) on a cluster of 5 separate species, C7H23NO4 in total in a non-equilibrium geometry.

The geometry in ORCA input format:
```
! RIJCOSX wB97M-V def2-TZVPD def2/J DEFGRID3
* xyz -1 2
O -2.60 -2.03 0.54
O -2.67 0.64 2.90
O 0.52 -3.37 1.27
O -0.40 1.43 -3.39
N 0.51 -0.26 0.70
C 1.64 -0.13 -0.25
C -0.61 1.99 1.26
C 1.21 -0.12 -1.79
C 1.26 -2.63 -2.12
C 0.46 0.92 1.60
C 1.65 -1.42 -2.45
C -0.30 2.98 0.09
H -1.53 1.44 0.98
H 0.74 -2.47 1.57
H -0.42 -0.42 0.32
H -0.90 2.59 2.13
H 1.49 1.30 1.69
H 0.69 3.45 0.24
H 2.22 0.79 -0.06
H -1.05 3.73 0.33
H -2.11 -2.85 0.69
H -2.93 0.14 3.69
H -0.76 1.50 -2.48
H -2.56 -1.66 1.43
H 2.41 -0.87 0.02
H -1.86 1.07 3.22
H 2.19 -1.09 -3.36
H 0.69 -2.73 -1.17
H 0.13 -0.12 -1.71
H 0.12 0.50 2.59
H 1.62 0.81 -2.13
H 1.38 -3.58 -2.65
H 1.36 -3.81 1.10
H -0.48 2.53 -0.87
H -1.13 1.76 -3.94
*
```

Calculated values
ΔE to the lowest compared entry with this formula, charge and spin   2.013 eV
⟨S²⟩   0.750
Orbital gap (spin up / spin down)   2.10 / 8.31 eV
Highest occupied orbital energy (spin up / spin down)   0.691 / -5.597 eV
LUMO level (spin up / spin down)   2.79 / 2.71 eV

[4]
ORCA calculation (ωB97M-V/def2-TZVPD) on a cluster of 2 separate species, C4H7NO2 in total.

The geometry in ORCA input format:
```
! RIJCOSX wB97M-V def2-TZVPD def2/J DEFGRID3
* xyz 0 1
O 1.10 0.65 1.30
O -2.14 1.28 -0.09
N 2.13 0.05 -0.85
C -0.97 1.39 0.14
C -0.78 -1.05 0.93
C 1.27 0.25 0.04
C -0.09 0.21 0.50
H -1.54 -1.31 0.18
H 0.23 -0.63 -2.29
H -1.28 -0.90 1.89
H -0.07 -1.87 1.01
H -0.44 2.36 0.11
H -0.51 -0.69 -2.35
H 3.07 0.26 -0.52
*
```

Calculated values
ΔE to the lowest compared entry with this formula, charge and spin   3.461 eV
Structure (SMILES)   [H]/N=C1\O[C@@]1(C)C=O.[H][H]
Orbital gap   10.82 eV
Highest occupied orbital energy   -10.527 eV
LUMO level   0.29 eV